Entry 1:
# C21H18I2N7O2S2Y

A structure of composition C21H18I2N7O2S2Y (ωB97M-V/def2-TZVPD, OMol25).

Geometry as XYZ:
```
53
C21H18I2N7O2S2Y (ωB97M-V/def2-TZVPD)
Y 0.15 0.88 -0.20
I -2.62 1.73 6.74
C -2.25 1.56 4.70
C -1.77 2.66 3.99
C -1.56 2.55 2.63
I -0.47 3.92 1.52
C -1.89 1.37 1.95
O -1.77 1.26 0.65
C -2.18 0.22 2.71
C -1.93 -1.08 1.99
N -0.50 -1.08 1.56
C 0.41 -1.15 2.70
C 1.79 -0.60 2.42
C 2.89 -1.12 3.09
C 4.12 -0.52 2.93
C 4.23 0.59 2.12
C 3.09 1.03 1.46
N 1.89 0.45 1.59
C -2.39 0.33 4.07
H -1.54 3.58 4.51
H -2.14 -1.93 2.65
H -2.53 -1.17 1.09
H -0.33 -1.89 0.96
H -0.01 -0.53 3.49
H 0.50 -2.16 3.11
H 2.76 -1.99 3.73
H 4.99 -0.91 3.45
H 5.16 1.11 1.97
H 3.13 1.89 0.80
H -2.62 -0.55 4.65
S 2.20 1.96 -1.59
C 0.98 2.41 -2.76
S -0.70 2.45 -2.26
C 1.33 2.67 -4.06
C 0.33 2.89 -5.06
N -0.47 3.03 -5.87
C 2.68 2.62 -4.51
N 3.77 2.60 -4.87
C -1.79 -2.80 -4.58
N -1.18 -2.27 -3.38
C -0.06 -2.87 -2.67
C 0.21 -1.81 -1.62
O 1.12 -1.76 -0.80
N -0.74 -0.85 -1.70
C -1.48 -1.10 -2.79
N -2.41 -0.26 -3.22
H -1.13 -3.54 -5.01
H -1.92 -2.02 -5.32
H -2.75 -3.27 -4.37
H 0.81 -3.00 -3.33
H -0.31 -3.83 -2.21
H -2.27 0.71 -2.92
H -2.83 -0.39 -4.12
```

Computed properties:
molar mass	807.27	g mol⁻¹
maximum force	0.60	eV/Å
gap between HOMO and LUMO	0.2691	hartree
LUMO level	-0.25	eV
ΔE to the lowest compared entry with this formula, charge and spin	0.0	kcal per mole

Here are the Mulliken charges for atoms 1 to 2, given in e: atom 1 (Y): 0.8619, atom 2 (I): 0.0764

Entry 2:
# C11H18BCl2FN2NbOS

A structure of composition C11H18BCl2FN2NbOS in a non-equilibrium geometry (ωB97M-V/def2-TZVPD, OMol25).

Geometry as XYZ:
```
38
C11H18BCl2FN2NbOS (ωB97M-V/def2-TZVPD)
C -3.31 0.25 -0.95
C -2.38 -0.15 -2.16
B -1.53 -1.49 -1.77
O -1.86 -2.66 -2.53
Nb 0.09 -1.36 -0.13
F 1.57 -1.17 1.36
N 0.32 0.74 -0.58
C 1.57 1.02 -0.72
S 3.18 1.17 -0.99
C -0.23 -3.50 0.56
Cl -2.03 -3.88 0.51
C 0.65 -4.61 -0.13
C 2.16 -4.21 -0.31
Cl -0.08 -5.27 -1.68
H -2.67 0.69 -0.15
H -4.09 0.95 -1.30
H -3.76 -0.70 -0.56
H -2.96 -0.33 -3.10
H -1.62 0.63 -2.42
H -1.08 -2.83 -3.07
H -1.27 -0.88 1.03
H 1.29 -1.81 -1.41
H 0.05 -3.53 1.64
H 0.65 -5.49 0.56
H 2.25 -3.82 -1.36
H 2.49 -3.39 0.36
H 2.81 -5.11 -0.28
N -0.10 4.75 0.53
C 0.51 3.59 0.81
C 1.37 3.42 1.89
C 1.62 4.51 2.71
C 1.00 5.72 2.42
C 0.15 5.78 1.33
H 0.30 2.77 0.15
H 1.83 2.46 2.08
H 2.29 4.42 3.55
H 1.17 6.60 3.04
H -0.36 6.71 1.07
```

Computed properties:
molar mass	419.97	g mol⁻¹
maximum force	6.96	eV/Å
gap between HOMO and LUMO	0.2576	hartree
LUMO level	1.90	eV
net charge	-1

Here are the Mulliken charges for atoms 1 to 2, given in e: atom 1 (C): -0.9261, atom 2 (C): -0.4846

Entry 3:
# C5H7N

The molecule C5H7N (ωB97M-V/def2-TZVPD, OMol25).

Geometry as XYZ:
```
13
C5H7N (ωB97M-V/def2-TZVPD)
C 0.43 -1.24 0.06
C 1.08 -0.40 -1.03
C 0.67 0.94 -0.68
C -0.47 0.99 0.32
N -1.65 0.20 -0.01
C -0.60 -0.41 0.81
H 1.21 -1.64 0.72
H -0.01 -2.12 -0.43
H 1.69 0.85 -0.18
H 0.80 1.77 -1.39
H -0.65 1.87 0.93
H -1.62 -0.15 -0.96
H -0.89 -0.65 1.83
```

Computed properties:
molar mass	81.12	g mol⁻¹
maximum force	0.35	eV/Å
gap between HOMO and LUMO	0.3348	hartree
LUMO level	0.57	eV
ΔE to the lowest compared entry with this formula, charge and spin	104.9	kcal per mole

Here are the Mulliken charges for atoms 1 to 2, given in e: atom 1 (C): -0.5722, atom 2 (C): -0.6516

Entry 4:
# C6H8ClN

A structure of composition C6H8ClN in a non-equilibrium geometry (ωB97M-V/def2-TZVPD, OMol25).

Geometry as XYZ:
```
16
C6H8ClN (ωB97M-V/def2-TZVPD)
C 0.11 0.82 -0.45
C 0.88 -0.53 -0.54
C -0.51 -1.17 -1.01
C -0.97 -0.12 0.06
C -0.30 -0.68 1.38
C 0.91 -0.97 0.97
H 1.00 2.71 -0.35
H -0.11 2.42 0.92
H -0.21 1.09 -1.50
H 1.73 -0.67 -1.20
H -0.61 -2.24 -0.81
H -0.80 -0.79 -1.98
H -0.74 -0.70 2.32
H 1.68 -1.30 1.68
N 0.61 1.95 0.31
Cl -2.65 0.19 0.19
```

Computed properties:
molar mass	129.59	g mol⁻¹
maximum force	2.59	eV/Å
gap between HOMO and LUMO	0.3799	hartree
LUMO level	0.95	eV
ΔE to the lowest compared entry with this formula, charge and spin	40.2	kcal per mole

Here are the Mulliken charges for atoms 1 to 2, given in e: atom 1 (C): 0.0082, atom 2 (C): -0.4392

Entry 5:
# C24H41AsN5O2RhS3Si3

A structure of composition C24H41AsN5O2RhS3Si3 in a non-equilibrium geometry (ωB97M-V/def2-TZVPD, OMol25).

Geometry as XYZ:
```
80
C24H41AsN5O2RhS3Si3 (ωB97M-V/def2-TZVPD)
Rh 0.00 0.00 0.00
C -2.54 2.81 1.32
C -1.72 1.76 0.62
N -0.80 1.09 1.20
N -0.26 1.11 2.44
C 0.78 0.30 2.58
N 1.40 0.20 3.79
S 1.50 -0.86 1.43
C -1.94 1.43 -0.87
C -2.95 2.07 -1.58
C -3.11 1.76 -2.93
C -2.27 0.83 -3.53
C -1.29 0.23 -2.76
N -1.11 0.50 -1.46
H -2.23 2.91 2.36
H -3.59 2.52 1.30
H -2.41 3.77 0.82
H 0.73 0.30 4.53
H 1.89 -0.69 3.79
H -3.61 2.80 -1.11
H -3.89 2.25 -3.51
H -2.38 0.57 -4.58
H -0.61 -0.51 -3.18
C 2.49 3.38 -1.85
Si 2.23 1.93 -2.99
C 3.64 1.96 -4.23
C 0.66 2.22 -3.95
As 1.91 0.00 -1.66
Si 4.02 -0.25 -0.64
C 5.50 0.15 -1.69
C 4.04 0.88 0.84
C 4.25 -1.97 0.05
Si 1.74 -1.70 -3.28
C 2.01 -3.39 -2.53
C 2.84 -1.54 -4.77
C -0.04 -1.70 -3.86
H 2.53 4.31 -2.45
H 3.44 3.25 -1.30
H 1.64 3.44 -1.13
H 3.61 2.95 -4.75
H 3.54 1.18 -5.00
H 4.62 1.87 -3.75
H 0.75 3.18 -4.51
H -0.20 2.27 -3.25
H 0.51 1.40 -4.68
H 5.50 1.23 -1.92
H 5.49 -0.46 -2.62
H 6.42 -0.07 -1.11
H 3.93 1.94 0.52
H 5.00 0.76 1.39
H 3.20 0.62 1.52
H 4.37 -2.70 -0.77
H 3.39 -2.24 0.69
H 5.18 -1.99 0.66
H 3.07 -3.52 -2.26
H 1.76 -4.16 -3.29
H 1.37 -3.52 -1.64
H 3.90 -1.47 -4.46
H 2.52 -0.66 -5.35
H 2.69 -2.44 -5.41
H -0.71 -1.86 -2.99
H -0.19 -2.52 -4.59
H -0.29 -0.74 -4.34
O -2.47 -3.30 5.80
S -2.87 -3.55 4.43
O -4.19 -4.04 4.10
N -2.42 -2.33 3.44
C -1.47 -2.71 2.64
S -0.89 -1.54 1.54
C -1.02 -4.11 2.79
C -0.04 -4.81 2.10
C 0.18 -6.14 2.46
C -0.57 -6.75 3.49
C -1.55 -6.03 4.17
C -1.74 -4.72 3.79
H 0.53 -4.33 1.32
H 0.94 -6.72 1.94
H -0.38 -7.79 3.75
H -2.14 -6.48 4.97
H -0.64 -1.10 -1.10
```

Computed properties:
<S²>	6.04
molar mass	789.91	g mol⁻¹
maximum force	9.62	eV/Å
gap between HOMO and LUMO (spin up / spin down)	0.1877 / 0.2312	hartree
LUMO level (spin up / spin down)	-0.02 / -1.62	eV
multiplicity	5

Here are the Mulliken charges for atoms 1 to 2, given in e: atom 1 (Rh): -0.8341, atom 2 (C): -1.9227

Entry 6:
# C26H32FeIN8O2

A structure of composition C26H32FeIN8O2 (ωB97M-V/def2-TZVPD, OMol25).

Geometry as XYZ:
```
70
C26H32FeIN8O2 (ωB97M-V/def2-TZVPD)
Fe 0.29 -0.26 0.03
C -0.69 1.45 3.28
C 0.78 1.90 3.29
C 1.62 1.49 2.06
N 0.81 1.51 0.84
C 0.60 2.64 0.19
C 1.42 3.78 0.32
C 1.17 5.10 -0.02
C -0.01 5.69 -0.45
C -1.18 5.02 -0.74
C -1.42 3.66 -0.88
C -0.54 2.56 -0.74
N -0.76 1.36 -1.24
C -2.01 1.18 -1.97
C -2.05 -0.07 -2.85
C -1.20 -1.22 -2.32
N -1.21 -1.28 -0.87
C -2.20 -1.81 -0.18
C -3.32 -2.40 -0.79
C -4.43 -3.03 -0.26
C -4.78 -3.27 1.06
C -4.02 -2.93 2.17
C -2.82 -2.26 2.27
C -1.97 -1.71 1.28
N -0.84 -1.09 1.57
C -0.33 -1.06 2.95
C -0.93 0.04 3.83
H -1.06 1.47 2.25
H -1.29 2.17 3.84
H 1.29 1.50 4.17
H 0.80 2.99 3.39
H 2.03 0.49 2.16
H 2.48 2.17 2.00
H 2.38 3.59 0.76
H 2.01 5.78 0.14
H -0.02 6.77 -0.53
H -2.05 5.65 -0.93
H -2.44 3.41 -1.15
H -2.22 2.04 -2.61
H -2.84 1.13 -1.25
H -1.72 0.15 -3.87
H -3.10 -0.38 -2.93
H -0.16 -1.05 -2.61
H -1.50 -2.16 -2.79
H -3.30 -2.38 -1.87
H -5.14 -3.40 -1.00
H -5.71 -3.79 1.24
H -4.45 -3.22 3.13
H -2.47 -2.12 3.28
H 0.74 -0.93 2.87
H -0.48 -2.03 3.43
H -0.49 -0.06 4.83
H -2.01 -0.11 3.94
N 1.11 -3.35 -0.99
N 2.31 -3.24 -0.26
C 2.56 -2.27 0.69
O 3.53 -2.38 1.42
O 1.76 -1.23 0.69
H 0.31 -3.24 -0.38
H 1.09 -2.62 -1.69
H 2.77 -4.12 -0.09
I 5.76 1.08 -2.99
C 3.76 0.88 -2.57
C 2.72 1.60 -3.11
N 1.59 1.12 -2.57
N 1.84 0.14 -1.68
C 3.16 -0.02 -1.68
H 2.71 2.40 -3.84
H 0.65 1.49 -2.57
H 3.62 -0.75 -1.04
```

Computed properties:
<S²>	8.77
molar mass	671.35	g mol⁻¹
maximum force	0.71	eV/Å
gap between HOMO and LUMO (spin up / spin down)	0.2704 / 0.2396	hartree
LUMO level (spin up / spin down)	0.06 / -0.68	eV
multiplicity	6
ΔE to the lowest compared entry with this formula, charge and spin	0.0	kcal per mole

Here are the Mulliken charges for atoms 1 to 2, given in e: atom 1 (Fe): 0.1814, atom 2 (C): -0.5141